The following is a quantum chemistry calculation of a molecular structure, C34H42CdN2Si in a non-equilibrium geometry, from the Open Molecules 2025 dataset.

Charge: 0
Highest occupied orbital energy in eV: -7.19
E_tot in eV: -51358.25098

Last column: Löwdin charge in e.
Positions of all 80 atoms, in Å:
Cd: 0.11451 -0.80461 -1.75053  1.193
C: 3.14345 4.15964 1.13896  -0.030
C: 2.25615 3.00599 1.74392  -0.186
C: 0.90858 2.97526 1.51624  -0.208
C: 0.27335 4.05372 0.65839  -0.051
C: 0.07909 1.97695 2.13864  -0.120
C: -1.43944 2.13347 2.14287  -0.026
C: 0.74438 0.80155 2.72006  -0.142
C: -0.13470 -0.33534 3.19562  -0.048
C: 2.18178 0.77179 2.74080  -0.193
C: 2.84530 -0.46293 3.26487  -0.067
C: 2.88565 1.93896 2.39145  -0.195
C: 4.32699 2.02895 2.82685  -0.046
H: 3.99649 3.79691 0.60203  0.057
H: 3.40665 4.82066 1.98801  0.089
H: 2.58981 4.81350 0.42438  0.058
H: -0.72741 4.26286 1.13998  0.071
H: 0.20225 3.64263 -0.38355  0.102
H: 0.79572 5.05940 0.63656  0.078
H: -1.75322 2.00055 3.14348  0.069
H: -1.85136 1.32099 1.54629  0.045
H: -1.74274 3.08028 1.75256  0.048
H: -0.65952 -0.77018 2.35090  0.061
H: -0.87775 0.08837 3.86494  0.074
H: 0.37439 -1.10127 3.78836  0.070
H: 3.89084 -0.46425 2.96840  0.054
H: 2.37407 -1.35888 2.89801  0.065
H: 2.88971 -0.38634 4.39739  0.117
H: 4.97477 2.05494 2.00609  0.055
H: 4.54832 1.15958 3.42164  0.048
H: 4.59621 2.86968 3.48335  0.096
C: 4.89643 -0.43174 -1.33080  -0.027
C: 5.14288 -1.59024 -0.56770  -0.066
C: 4.18807 -2.63429 -0.42696  0.007
C: 2.84641 -2.34484 -0.89493  -0.188
N: 2.58108 -1.12914 -1.44931  0.020
C: 3.51661 -0.22058 -1.67850  -0.117
C: 1.76309 -3.36021 -0.70937  -0.228
C: 2.01409 -4.68549 -0.37916  -0.030
C: 1.00812 -5.54489 -0.03377  -0.080
C: -0.27130 -5.08034 0.09831  -0.037
C: -0.52061 -3.73350 -0.29313  -0.088
N: 0.48313 -2.95963 -0.71532  0.020
H: 5.60658 0.37070 -1.55246  0.107
H: 6.07805 -1.61548 -0.02001  0.103
H: 4.43758 -3.53354 0.23286  0.128
H: 3.20948 0.65124 -2.19452  0.096
H: 3.06025 -5.02154 -0.24442  0.113
H: 1.04998 -6.64128 0.06625  0.125
H: -1.05140 -5.65234 0.61740  0.117
H: -1.46253 -3.28950 -0.22979  0.073
C: -1.93354 0.51926 -6.27462  -0.210
Si: -2.00588 0.03935 -4.48598  0.385
C: -3.34820 -1.17334 -4.29377  -0.210
C: -2.10193 1.69490 -3.47420  -0.200
C: -0.35437 -0.83284 -3.95029  -0.392
H: -2.08356 1.55599 -6.42404  -0.006
H: -2.70435 -0.05585 -6.89205  0.049
H: -0.92885 0.23698 -6.65916  0.031
H: -4.26737 -0.68698 -4.55586  0.019
H: -3.39585 -1.55938 -3.25060  0.035
H: -3.17039 -2.01763 -4.96739  0.037
H: -2.64040 2.51994 -3.91942  0.004
H: -1.13558 2.04304 -3.08264  0.007
H: -2.63494 1.44290 -2.52500  0.000
H: 0.57370 -0.35955 -4.20629  -0.094
H: -0.27697 -1.83614 -4.22521  -0.095
C: -1.59213 -0.54714 -0.46585  -0.180
C: -2.72357 -0.33938 0.05361  -0.220
C: -3.84627 -0.17225 0.93919  -0.254
C: -4.04907 -0.87039 2.18711  -0.033
C: -5.14346 -0.59624 2.98585  -0.113
C: -6.11041 0.23815 2.52208  -0.096
C: -5.96214 0.88281 1.28596  -0.105
C: -4.90310 0.67571 0.49144  -0.059
H: -3.28930 -1.52162 2.64477  0.108
H: -5.16541 -1.13136 3.90992  0.096
H: -6.98936 0.44567 3.10134  0.095
H: -6.73909 1.56259 0.96637  0.103
H: -4.86654 1.15662 -0.48694  0.116

***

The following is a quantum chemistry calculation of a single C6H9N molecule, from the Open Molecules 2025 dataset.

Charge: 0
Highest occupied orbital energy in eV: -8.13
E_tot in eV: -7855.87173

Last column: natural (NBO) charge in e.
Positions of all 16 atoms, in Å:
C: 1.08830 1.01088 0.39592  -0.592
C: 0.20113 -2.13506 0.73011  0.047
C: 0.47783 -1.96423 -0.73435  -0.306
C: 0.20899 -0.72035 -1.15202  -0.154
C: -0.12807 0.13650 0.03810  0.033
C: -1.38492 0.99852 -0.05985  -0.605
N: -0.21375 -0.92050 1.05905  -0.558
H: 0.96655 1.42178 1.40444  0.209
H: 1.99726 0.40293 0.37266  0.227
H: 1.19841 1.84476 -0.30402  0.212
H: 0.86054 -2.77059 -1.35190  0.215
H: 0.26754 -0.32906 -2.16326  0.219
H: -1.55086 1.52929 0.88563  0.211
H: -1.24768 1.75957 -0.83562  0.218
H: -2.28042 0.41722 -0.29641  0.225
H: -0.46084 -0.68165 2.01151  0.399

***

The following is a quantum chemistry calculation of a single C7H7I3 molecule in a non-equilibrium geometry, from the Open Molecules 2025 dataset.

Charge: 0
Highest occupied orbital energy in eV: -8.86
E_tot in eV: -31670.87056
SMILES string: C/C(=C\I)[C@H](I)C=C=CI

Last column: natural (NBO) charge in e.
Positions of all 17 atoms, in Å:
C: 1.56497 -1.58828 0.29628  -0.673
C: 0.21964 -0.88012 0.27492  -0.072
C: -0.98413 -1.41195 0.48482  -0.336
I: -1.24797 -3.43175 0.88044  0.168
C: 0.26690 0.60420 0.05040  -0.349
I: -0.21935 1.89065 1.75283  0.116
C: -0.60007 0.88516 -1.10596  -0.287
C: -1.76988 1.45736 -0.90674  0.034
C: -2.95648 1.93455 -0.78898  -0.441
I: -4.62739 1.01975 0.08461  0.152
H: 1.90376 -2.17199 -0.58231  0.244
H: 1.67010 -2.09679 1.26856  0.244
H: 2.46640 -0.85480 0.24543  0.214
H: -1.76580 -0.70919 0.29809  0.227
H: 1.40300 0.72211 -0.23830  0.249
H: -0.42417 0.28476 -2.02879  0.252
H: -3.16370 3.08844 -0.75088  0.257

***

The following is a quantum chemistry calculation of a single CH2N4 molecule in a non-equilibrium geometry, from the Open Molecules 2025 dataset.

Charge: 0
Highest occupied orbital energy in eV: -10.61
E_tot in eV: -7027.90875
SMILES string: c1nnn[nH]1

Last column: natural (NBO) charge in e.
Positions of all 7 atoms, in Å:
C: -0.48431 -0.88528 -0.46863  0.148
N: -1.14466 -0.10584 0.41468  -0.285
N: -0.22977 0.89000 0.63419  -0.068
N: 0.90934 0.76489 0.15667  -0.036
N: 0.76103 -0.39858 -0.55811  -0.392
H: -0.74353 -1.83260 -0.86402  0.218
H: 1.57785 -0.90894 -0.85616  0.415

***

The following is a quantum chemistry calculation of a single C3H2N4 molecule in a non-equilibrium geometry, from the Open Molecules 2025 dataset.

Charge: 0
Highest occupied orbital energy in eV: -9.33
E_tot in eV: -9100.95960

Last column: natural (NBO) charge in e.
Positions of all 9 atoms, in Å:
N: -1.72943 -1.48063 2.16516  -0.296
C: -1.09506 -1.07368 1.28324  0.250
C: -0.31879 -0.53638 0.23080  -0.225
C: 0.22275 0.79130 0.09487  0.104
N: 0.90293 1.02851 -0.96172  -0.626
N: 0.66628 -0.96233 -1.78971  0.175
N: 0.04580 -1.23826 -0.85764  0.018
H: 0.02041 1.50733 0.89223  0.218
H: 1.28512 1.96414 -1.05721  0.383

***

The following is a quantum chemistry calculation of a single C8H9N3S molecule in a non-equilibrium geometry, from the Open Molecules 2025 dataset.

Charge: 0
Highest occupied orbital energy in eV: -8.27
E_tot in eV: -23745.96096
SMILES string: Cc1sc2ncnc(N)c2c1C

Last column: natural (NBO) charge in e.
Positions of all 21 atoms, in Å:
C: 1.63914 -2.51334 -1.13085  -0.658
C: 1.18915 -1.10686 -0.92956  -0.123
S: 2.39237 0.25557 -1.04444  0.345
C: 1.16010 1.30441 -0.29400  0.123
N: 1.56123 2.55558 -0.08073  -0.492
C: 0.56851 3.26766 0.53216  0.263
N: -0.53968 2.74329 1.01395  -0.511
C: -0.91927 1.53168 0.59342  0.421
N: -2.08740 1.11736 1.20128  -0.838
C: -0.08836 0.59848 -0.04512  -0.208
C: -0.01838 -0.72512 -0.60079  -0.041
C: -1.26916 -1.56636 0.01797  -0.621
H: 0.81363 -3.19953 -1.24067  0.228
H: 2.42315 -2.86818 -0.33721  0.239
H: 2.04203 -2.71101 -2.24616  0.228
H: 0.77215 4.30806 1.00364  0.190
H: -2.69625 1.93280 1.57548  0.401
H: -2.37386 0.24394 1.66629  0.407
H: -1.08633 -2.64317 -0.25132  0.218
H: -2.10914 -1.03639 -0.46375  0.230
H: -1.37362 -1.48889 1.06041  0.201

***

The following is a quantum chemistry calculation of 2 unconnected molecules or ions with the total composition C5H11NO2 in a non-equilibrium geometry, from the Open Molecules 2025 dataset.

Charge: 0
Highest occupied orbital energy in eV: -8.71
E_tot in eV: -10945.92809
SMILES string: C=C(C)C(C)=O.NO

Last column: natural (NBO) charge in e.
Positions of all 19 atoms, in Å:
C: 0.68099 0.49974 1.64175  -0.342
C: 0.15597 0.88220 0.46906  -0.112
C: 0.77437 1.88205 -0.44721  -0.650
C: -1.09141 0.20571 0.02769  0.601
C: -2.35517 1.01938 0.00865  -0.720
O: -1.06467 -0.98130 -0.29221  -0.565
H: 0.21344 -0.26546 2.25567  0.207
H: 1.60974 0.92669 2.00707  0.201
H: 1.79732 1.58532 -0.70253  0.243
H: 0.79991 2.87124 0.01964  0.228
H: 0.21652 1.96607 -1.38569  0.217
H: -2.73916 1.12052 1.02681  0.248
H: -2.17312 2.00547 -0.42514  0.231
H: -3.10177 0.50974 -0.60767  0.240
N: 1.70980 -2.90448 -0.36828  -0.531
O: 0.83547 -2.46742 -1.45011  -0.637
H: 2.37569 -3.48620 -0.88196  0.333
H: 1.10345 -3.56915 0.11795  0.322
H: 0.25254 -1.80007 -1.01347  0.484

***

The following is a quantum chemistry calculation of a single C10H14N4S molecule in a non-equilibrium geometry, from the Open Molecules 2025 dataset.

Charge: 0
Highest occupied orbital energy in eV: -7.64
E_tot in eV: -27389.42956
SMILES string: CCCCCn1cnc2c(=S)nc[nH]c21

Last column: natural (NBO) charge in e.
Positions of all 29 atoms, in Å:
C: 2.44648 -2.14577 -1.02774  -0.636
C: 2.80749 -0.67656 -1.06886  -0.388
C: 1.75177 0.38429 -0.76488  -0.420
C: 1.43961 0.37326 0.69575  -0.447
C: 0.58719 1.64317 0.94067  -0.197
N: -0.79957 1.49160 0.54164  -0.370
C: -1.31073 2.16896 -0.53948  0.188
N: -2.41972 1.64193 -0.98935  -0.399
C: -2.71785 0.59665 -0.21700  -0.034
C: -3.92527 -0.25588 -0.28017  0.079
S: -5.16324 -0.30476 -1.51611  -0.118
N: -4.06746 -1.22094 0.90116  -0.452
C: -2.94875 -1.25386 1.70312  0.240
N: -1.86146 -0.47892 1.59980  -0.541
C: -1.67770 0.45226 0.66127  0.299
H: 3.29128 -2.59571 -1.69898  0.218
H: 2.55624 -2.53343 -0.02660  0.214
H: 1.60394 -2.36209 -1.66875  0.219
H: 3.75599 -0.55630 -0.39240  0.178
H: 3.31490 -0.42969 -2.04117  0.208
H: 1.01142 -0.01877 -1.51794  0.220
H: 2.16948 1.36818 -1.26237  0.217
H: 1.07140 -0.50336 1.08274  0.213
H: 2.45598 0.41311 1.04751  0.228
H: 1.08788 2.48167 0.19355  0.226
H: 0.51892 2.02632 1.96617  0.210
H: -0.68978 2.88531 -1.21331  0.217
H: -3.11080 -1.92879 2.50492  0.209
H: -1.17762 -0.66187 2.38679  0.417